[1]
{
  "formula": "C4H12",
  "method": "ωB97M-V/def2-TZVPD",
  "energy_ev": -4342.29861,
  "gap_ev": 12.4922,
  "lumo_energy_ev": 1.08,
  "e_above_lowest_kcal_mol": 5.3,
  "smiles": "CC.CC",
  "species": ["C", "C", "H", "H", "H", "H", "H", "H", "C", "C", "H", "H", "H", "H", "H", "H"],
  "coordinates": [[-2.150, -0.180, 0.133], [-2.406, 0.400, 1.511], [-3.073, -0.375, -0.414], [-1.572, 0.550, -0.432], [-1.675, -1.152, 0.259], [-1.485, 0.565, 2.063], [-2.983, -0.307, 2.108], [-2.970, 1.327, 1.499], [2.743, 0.069, -0.260], [1.887, -0.344, -1.447], [2.461, 1.067, 0.090], [2.478, -0.488, 0.648], [3.808, -0.007, -0.433], [2.317, -1.095, -2.102], [1.748, 0.537, -2.088], [0.869, -0.567, -1.135]]
}

=====

[2]
{
  "formula": "C4H12",
  "method": "ωB97M-V/def2-TZVPD",
  "energy_ev": -4341.44580,
  "gap_ev": 12.0182,
  "lumo_energy_ev": 1.16,
  "e_above_lowest_kcal_mol": 25.0,
  "smiles": "CC.CC",
  "species": ["C", "C", "H", "H", "H", "H", "H", "H", "C", "C", "H", "H", "H", "H", "H", "H"],
  "coordinates": [[0.667, 1.991, 1.221], [0.936, 1.307, -0.058], [0.422, 1.381, 2.107], [1.522, 2.558, 1.570], [-0.232, 2.641, 1.132], [1.545, 1.878, -0.867], [-0.070, 0.977, -0.504], [1.709, 0.517, -0.064], [-1.258, -1.591, -1.210], [-0.336, -1.709, 0.076], [-1.943, -0.754, -1.194], [-0.544, -1.618, -2.003], [-2.011, -2.436, -1.365], [0.235, -2.549, -0.022], [-0.948, -1.762, 1.040], [0.267, -0.820, -0.003]]
}

=====

[3]
{
  "formula": "C4H12",
  "method": "ωB97M-V/def2-TZVPD",
  "energy_ev": -4341.07233,
  "gap_ev": 11.9239,
  "lumo_energy_ev": 1.14,
  "e_above_lowest_kcal_mol": 33.6,
  "smiles": "CC.CC",
  "species": ["C", "C", "H", "H", "H", "H", "H", "H", "C", "C", "H", "H", "H", "H", "H", "H"],
  "coordinates": [[-0.628, -2.902, -0.090], [-0.840, -1.471, -0.500], [-1.518, -3.426, -0.307], [0.362, -3.149, -0.669], [-0.237, -2.942, 0.885], [-1.504, -1.358, -1.354], [0.076, -0.974, -0.510], [-1.259, -0.743, 0.330], [1.319, 2.434, -0.127], [0.115, 1.847, 0.685], [1.108, 2.724, -1.089], [1.639, 3.335, 0.330], [2.054, 1.686, -0.209], [-0.899, 2.020, 0.249], [0.449, 0.842, 1.003], [-0.069, 2.540, 1.537]]
}

=====

[4]
{
  "formula": "C4H12",
  "method": "ωB97M-V/def2-TZVPD",
  "energy_ev": -4341.58877,
  "gap_ev": 12.3492,
  "lumo_energy_ev": 1.11,
  "e_above_lowest_kcal_mol": 21.7,
  "smiles": "CC.CC",
  "species": ["C", "C", "H", "H", "H", "H", "H", "H", "C", "C", "H", "H", "H", "H", "H", "H"],
  "coordinates": [[-1.279, 2.056, -2.055], [-0.148, 1.392, -1.376], [-1.887, 2.329, -1.185], [-0.930, 2.909, -2.603], [-1.931, 1.320, -2.654], [0.379, 0.568, -1.954], [-0.377, 1.144, -0.296], [0.720, 2.071, -1.255], [1.047, -1.849, 2.321], [0.371, -1.666, 0.992], [2.026, -2.083, 2.113], [0.906, -0.936, 2.871], [0.764, -2.660, 3.043], [-0.722, -1.411, 1.234], [0.690, -0.711, 0.524], [0.372, -2.471, 0.282]]
}

=====

[5]
{
  "formula": "C4H12",
  "method": "ωB97M-V/def2-TZVPD",
  "energy_ev": -4329.81495,
  "multiplicity": 2,
  "gap_ev": [10.6403, 3.0021],
  "lumo_energy_ev": [-3.78, -11.35],
  "e_above_lowest_kcal_mol": 32.7,
  "charge": 1,
  "species": ["C", "C", "H", "H", "H", "H", "H", "H", "C", "C", "H", "H", "H", "H", "H", "H"],
  "coordinates": [[1.355, 1.377, 1.934], [0.847, -0.026, 2.323], [2.082, 1.403, 1.126], [0.610, 1.944, 1.360], [1.515, 2.038, 2.764], [1.690, -0.698, 2.226], [0.003, -0.213, 1.596], [0.608, 0.003, 3.380], [-1.375, 0.041, -2.080], [-0.804, -1.412, -2.192], [-1.010, 0.201, -0.965], [-0.959, 0.949, -2.520], [-2.467, -0.190, -2.150], [-1.679, -1.956, -2.727], [0.062, -1.435, -2.854], [-0.848, -1.996, -1.268]]
}

=====

[6]
{
  "formula": "C4H12",
  "method": "ωB97M-V/def2-TZVPD",
  "energy_ev": -4330.63234,
  "multiplicity": 2,
  "gap_ev": [13.1038, 4.2011],
  "lumo_energy_ev": [-3.19, -11.42],
  "e_above_lowest_kcal_mol": 13.8,
  "charge": 1,
  "species": ["C", "C", "H", "H", "H", "H", "H", "H", "C", "C", "H", "H", "H", "H", "H", "H"],
  "coordinates": [[-1.659, 1.254, 0.525], [-1.213, 1.729, -0.802], [-0.812, 0.705, 1.074], [-1.867, 2.073, 1.239], [-2.412, 0.448, 0.479], [-1.664, 2.657, -1.158], [-0.099, 1.940, -0.629], [-1.213, 0.910, -1.513], [1.901, -1.166, -0.394], [0.845, -1.734, 0.570], [2.841, -1.697, -0.277], [1.574, -1.258, -1.426], [2.072, -0.143, -0.013], [0.060, -2.210, -0.037], [1.307, -2.518, 1.152], [0.342, -0.991, 1.209]]
}

=====

[7]
{
  "formula": "C4H12",
  "method": "ωB97M-V/def2-TZVPD",
  "energy_ev": -4330.69995,
  "multiplicity": 2,
  "gap_ev": [13.8803, 4.3989],
  "lumo_energy_ev": [-2.95, -11.22],
  "e_above_lowest_kcal_mol": 12.3,
  "charge": 1,
  "species": ["C", "C", "H", "H", "H", "H", "H", "H", "C", "C", "H", "H", "H", "H", "H", "H"],
  "coordinates": [[0.264, 3.000, -0.183], [0.346, 1.519, -0.088], [-0.764, 3.319, -0.366], [0.723, 3.528, 0.650], [0.899, 3.259, -1.066], [1.015, 1.076, 0.650], [-0.636, 0.975, 0.083], [0.553, 1.028, -1.077], [0.155, -2.702, 0.436], [-0.878, -1.711, -0.054], [0.876, -2.878, -0.388], [0.814, -2.339, 1.243], [-0.163, -3.696, 0.744], [-0.702, -1.553, -1.139], [-0.616, -0.753, 0.442], [-1.886, -2.074, 0.114]]
}

=====

Please write out number 6 again, unchanged.
{
  "formula": "C4H12",
  "method": "ωB97M-V/def2-TZVPD",
  "energy_ev": -4330.63234,
  "multiplicity": 2,
  "gap_ev": [13.1038, 4.2011],
  "lumo_energy_ev": [-3.19, -11.42],
  "e_above_lowest_kcal_mol": 13.8,
  "charge": 1,
  "species": ["C", "C", "H", "H", "H", "H", "H", "H", "C", "C", "H", "H", "H", "H", "H", "H"],
  "coordinates": [[-1.659, 1.254, 0.525], [-1.213, 1.729, -0.802], [-0.812, 0.705, 1.074], [-1.867, 2.073, 1.239], [-2.412, 0.448, 0.479], [-1.664, 2.657, -1.158], [-0.099, 1.940, -0.629], [-1.213, 0.910, -1.513], [1.901, -1.166, -0.394], [0.845, -1.734, 0.570], [2.841, -1.697, -0.277], [1.574, -1.258, -1.426], [2.072, -0.143, -0.013], [0.060, -2.210, -0.037], [1.307, -2.518, 1.152], [0.342, -0.991, 1.209]]
}

=====

Copy entry 5 word for word.
{
  "formula": "C4H12",
  "method": "ωB97M-V/def2-TZVPD",
  "energy_ev": -4329.81495,
  "multiplicity": 2,
  "gap_ev": [10.6403, 3.0021],
  "lumo_energy_ev": [-3.78, -11.35],
  "e_above_lowest_kcal_mol": 32.7,
  "charge": 1,
  "species": ["C", "C", "H", "H", "H", "H", "H", "H", "C", "C", "H", "H", "H", "H", "H", "H"],
  "coordinates": [[1.355, 1.377, 1.934], [0.847, -0.026, 2.323], [2.082, 1.403, 1.126], [0.610, 1.944, 1.360], [1.515, 2.038, 2.764], [1.690, -0.698, 2.226], [0.003, -0.213, 1.596], [0.608, 0.003, 3.380], [-1.375, 0.041, -2.080], [-0.804, -1.412, -2.192], [-1.010, 0.201, -0.965], [-0.959, 0.949, -2.520], [-2.467, -0.190, -2.150], [-1.679, -1.956, -2.727], [0.062, -1.435, -2.854], [-0.848, -1.996, -1.268]]
}